The following is a DFT calculation (ωB97M-V/def2-TZVPD) of C29H41BrF4MgN6O as an isolated structure at a distorted geometry.

Calculated total energy: -128085.72111 eV
Energy above the lowest of the compared OMol25 structures with the same formula, charge and spin: 0.670 eV
Orbital gap: 7.61 eV

```
83
Properties=species:S:1:pos:R:3:forces:R:3:mulliken_charge:R:1
H -3.00990 5.20286 4.36932 -0.09 0.10 0.09 0.4466
H -6.13450 -1.48914 -3.06028 -0.21 -0.02 0.03 0.5177
H -0.23260 -0.24974 4.26462 -0.06 0.04 0.14 0.3859
H -0.62800 -1.12154 2.78862 -0.11 -0.07 -0.04 0.3298
C 1.99120 1.82676 -3.48368 0.37 0.31 0.05 -1.1449
Br -0.88920 3.04086 -1.37898 -0.08 0.20 0.02 -0.1886
C -0.83580 3.65746 1.38692 0.04 -0.12 -0.15 -0.4970
H -0.69270 -0.97634 -5.28608 0.11 -0.08 0.00 0.6577
C 0.12560 1.47316 0.73582 -0.12 0.44 0.42 0.7174
C 0.19020 -0.81014 3.43532 0.13 0.12 -0.10 -1.8161
C -4.35770 -0.71194 -2.12598 -0.11 -0.06 -0.03 -0.1689
C 0.33700 -4.73844 0.90542 0.18 -0.16 -0.08 -1.3551
C 1.18620 0.04556 2.63972 0.08 -0.23 0.05 2.4989
C -5.06460 -1.41434 -3.09258 0.29 -0.10 -0.07 -0.6629
H 0.09360 -5.13054 1.88892 -0.01 0.00 0.12 0.4632
N 1.39180 -1.41074 -1.65528 -0.54 -0.40 -0.08 0.7364
H 0.62200 5.73856 3.48072 0.11 0.02 0.03 0.3702
H 1.73890 -6.30554 0.51592 0.01 0.03 -0.06 0.3305
C -1.08320 4.42136 3.75392 -0.08 0.12 0.12 2.1058
H -1.15580 4.76346 5.87602 -0.03 0.08 0.08 0.4542
H 1.24840 -5.32834 -1.63268 0.13 0.12 -0.09 0.4149
H 0.98370 -1.32864 0.99822 0.09 -0.05 -0.14 -0.2440
C -2.95900 -1.93194 -4.17488 0.24 0.00 0.07 -0.0542
H -1.16970 1.36156 -4.41658 -0.05 -0.07 -0.05 0.3034
H -0.25610 2.83686 -4.12018 0.06 -0.04 -0.01 0.3888
H 2.99270 -5.19774 -1.27708 -0.12 0.07 -0.12 0.3687
H 1.75750 2.73596 -2.92878 0.00 -0.02 -0.04 0.2710
C -2.20980 -1.17844 -3.23208 -1.28 -0.30 -0.23 -0.0949
N 0.77480 1.05636 -3.69058 0.31 0.41 -0.38 0.5642
H 2.69390 1.23596 -2.89448 0.07 0.03 -0.04 0.3064
C -0.49350 2.70506 0.46062 -0.04 0.12 -0.19 0.2119
O 0.35180 0.64326 -0.23938 0.46 0.21 1.67 0.1480
C 2.35010 0.46516 3.55412 -0.16 0.00 -0.08 -1.8927
H 0.11440 1.84066 -5.54548 0.07 0.03 0.07 0.2956
N 1.96630 -3.43444 -1.24448 -0.96 1.06 -0.23 0.8435
N -0.90990 -0.93214 -3.20928 0.20 -0.23 0.06 0.6937
H -3.06920 3.54546 3.74952 -0.07 -0.07 0.03 0.3625
C -0.10890 -1.15404 -4.37558 -0.07 -0.20 -0.58 -1.3225
C 1.99700 -4.84744 -0.99868 0.08 -1.00 0.50 -1.2419
H -2.88760 4.89876 2.63772 -0.08 0.03 -0.11 0.3636
N 2.70870 -1.49384 -1.55338 0.76 0.72 0.00 -0.5481
H 3.02700 -3.61934 1.12312 0.03 0.13 0.11 0.1534
H -0.42330 -5.09124 0.21162 -0.18 0.02 -0.07 0.3540
C 2.81810 -4.65504 1.37692 -0.10 -0.19 -0.15 -1.2408
C -0.18310 1.81486 -4.48898 -0.34 0.22 -0.11 -1.2930
H 2.45860 2.10016 -4.43918 0.03 -0.02 0.06 0.4009
H 0.32480 3.97376 5.34482 0.17 -0.05 0.07 0.3967
C 0.45380 1.27666 2.10352 0.08 -0.15 -0.33 -0.5129
C -0.58680 3.41496 2.73002 0.02 -0.01 0.00 -0.2821
H -0.78410 6.19206 2.52272 -0.01 0.09 -0.14 0.3230
Mg 0.04220 0.22116 -1.93968 -0.54 0.14 -0.20 -0.1367
H -1.18840 3.05956 5.44542 -0.03 -0.15 0.06 0.3906
H 3.73920 -5.22264 1.26472 0.13 0.00 -0.02 0.3770
C 0.06600 2.23056 3.03942 -0.11 0.22 -0.07 -0.4468
F -2.32240 -2.62444 -5.16108 -0.12 0.13 0.19 -0.3486
C -0.46430 5.79956 3.48332 -0.05 -0.19 0.07 -1.7131
C -2.61020 4.52376 3.61892 0.17 -0.01 0.10 -1.6576
H -0.11100 -2.88724 -1.49978 -0.27 -0.18 -0.01 0.7554
H 0.29390 2.02916 4.07212 0.01 -0.03 0.18 0.3637
H 2.92680 -0.41194 3.84762 0.02 -0.07 0.02 0.4621
C 1.78400 -0.82904 1.53852 -0.02 0.06 0.08 -1.7457
H -1.29910 4.57226 1.05212 -0.10 0.07 -0.01 0.4312
C -4.33290 -2.02864 -4.09698 -0.26 0.20 0.15 0.2800
H 2.51400 -4.70164 2.41882 0.00 0.01 0.13 0.3863
C 0.92130 -2.61534 -1.45698 0.37 -0.38 -0.09 -1.0654
C -2.99090 -0.61284 -2.19478 0.11 0.05 0.04 0.5991
H 2.00730 0.94736 4.46502 -0.02 0.11 0.10 0.3775
H 1.93130 -0.64914 -3.84028 0.02 0.08 -0.13 0.3847
H 2.44040 -1.57784 1.98362 0.00 -0.06 0.10 0.6458
C 1.72120 -5.21214 0.47192 0.02 0.22 -0.01 0.8420
H 3.01240 1.15086 3.02932 0.09 0.07 -0.02 0.4134
F -4.98910 -2.73714 -5.03698 0.18 0.06 0.14 -0.3264
H 0.26780 -2.18994 -4.42778 0.03 0.18 -0.20 0.2873
C 1.09080 -0.19524 -4.36508 0.30 -0.60 -0.50 -1.0023
H 1.40910 0.00066 -5.40268 0.03 -0.03 0.17 0.5047
H -0.77450 6.49986 4.25662 -0.02 0.14 0.06 0.4616
H 0.68530 -1.69624 3.82992 0.04 -0.14 0.07 0.4284
H 0.29500 -3.65324 0.96192 -0.05 0.15 0.05 0.1648
C -0.75010 4.02146 5.19182 -0.04 0.01 -0.26 -2.1241
H 2.36320 -0.23324 0.83812 0.04 -0.07 -0.07 0.3943
N 3.06380 -2.68254 -1.30688 0.99 -0.78 0.10 -0.7778
F -5.03350 -0.11714 -1.12468 0.24 -0.05 -0.14 -0.3108
F -2.28180 0.10496 -1.26548 -0.37 -0.22 -0.15 0.0878
```
Forces are in eV/Å.